1.
Entry from the Open Molecules 2025 dataset: one molecule with the formula C5H7NO (the ωB97M-V functional and the def2-TZVPD basis).

Summary:
spin multiplicity = 1
highest occupied orbital energy = -9.5 eV
SMILES = C[C@]12N[C@H]1CC2=O
ΔE to the lowest compared entry with this formula, charge and spin = 45.7 kcal/mol

The geometry in XYZ format:
```
14
Properties=species:S:1:pos:R:3:forces:R:3:nbo_charge:R:1
C -1.910 0.078 0.105 -0.02 -0.01 -0.02 -0.617
C -0.446 -0.217 -0.030 -0.32 0.12 -0.11 -0.021
N 0.165 -1.160 0.908 0.19 -0.19 -0.04 -0.555
C 0.680 0.185 0.884 0.10 0.27 0.24 -0.064
C 1.649 0.419 -0.267 0.16 0.01 -0.04 -0.530
C 0.518 -0.045 -1.203 -0.10 0.00 -0.38 0.594
O 0.424 -0.070 -2.399 -0.16 -0.06 0.60 -0.510
H -2.179 1.020 -0.384 0.08 -0.15 0.01 0.220
H -2.136 0.164 1.173 -0.01 -0.03 -0.17 0.228
H -2.533 -0.722 -0.305 0.12 0.09 -0.02 0.225
H 0.771 -1.853 0.476 0.01 0.14 -0.01 0.356
H 0.599 0.789 1.781 -0.02 -0.09 -0.12 0.214
H 2.626 -0.074 -0.254 -0.19 -0.02 -0.05 0.223
H 1.772 1.486 -0.485 0.17 -0.06 0.08 0.236
```
Forces are in eV/Å.

2.
Entry from the Open Molecules 2025 dataset: a 3-piece molecular cluster, C28H34N3O5 overall (the ωB97M-V functional and the def2-TZVPD basis).

Summary:
spin multiplicity = 2
highest occupied orbital energy (alpha / beta) = -8.1 / -9.1 eV

The geometry in XYZ format:
```
70
Properties=species:S:1:pos:R:3:forces:R:3:mulliken_spin:R:1
C 0.961 -1.959 3.667 -0.07 -0.13 -0.33 -0.003
C 0.717 -1.181 2.363 0.05 0.05 0.18 0.002
C 2.036 -0.864 1.646 0.08 -0.09 -0.08 0.001
C 3.244 -0.822 2.340 0.05 0.02 0.02 -0.001
C 4.437 -0.495 1.704 -0.09 -0.02 -0.03 0.000
C 4.451 -0.202 0.349 0.05 0.02 0.05 0.000
C 3.258 -0.229 -0.361 -0.02 0.04 0.03 0.000
C 2.072 -0.549 0.283 -0.06 0.03 0.16 0.000
C -0.205 -2.046 1.485 0.04 -0.06 -0.01 0.014
C -1.726 -1.837 1.669 0.13 -0.63 0.02 0.027
C -2.293 -1.027 0.494 0.24 -0.15 -0.25 0.060
C -2.384 -3.221 1.693 -0.35 0.26 0.05 0.009
N -2.060 -1.164 2.959 -0.20 0.93 -0.88 0.357
O -3.314 -1.113 3.196 0.03 -0.34 0.44 0.541
C -1.354 0.113 3.300 0.33 -0.05 0.66 0.010
C -2.164 1.334 2.858 0.11 0.18 -0.03 0.026
C -1.229 0.171 4.834 0.08 0.25 -0.13 0.016
C 0.031 0.169 2.634 -0.06 -0.19 -0.44 0.000
H 1.483 -1.368 4.420 -0.07 -0.04 0.05 -0.001
H 0.004 -2.294 4.068 0.04 0.07 0.10 -0.005
H 1.536 -2.862 3.444 0.10 0.10 0.09 0.000
H 3.277 -1.042 3.400 -0.03 -0.02 -0.08 0.000
H 5.355 -0.481 2.281 -0.01 0.02 -0.05 0.000
H 5.381 0.048 -0.147 -0.02 -0.03 0.00 0.000
H 3.245 0.001 -1.422 0.01 -0.05 0.05 0.000
H 1.155 -0.538 -0.294 0.02 0.03 -0.02 -0.001
H -0.001 -1.891 0.426 0.00 0.00 0.04 -0.003
H 0.047 -3.093 1.675 -0.05 0.03 0.01 0.002
H -3.302 -0.671 0.695 0.03 0.02 0.07 -0.013
H -2.331 -1.692 -0.375 -0.02 0.04 0.02 -0.003
H -1.630 -0.202 0.223 -0.20 0.13 0.11 -0.016
H -2.169 -3.742 0.758 0.10 -0.01 0.09 0.000
H -3.466 -3.124 1.791 0.05 -0.02 -0.01 0.001
H -2.016 -3.807 2.537 0.04 -0.02 -0.05 -0.008
H -2.513 1.260 1.829 0.01 -0.03 0.04 -0.001
H -3.008 1.514 3.523 -0.05 -0.12 -0.12 -0.005
H -1.503 2.205 2.910 -0.06 -0.02 0.02 0.001
H -0.792 -0.735 5.245 -0.08 0.00 0.05 -0.002
H -2.202 0.361 5.289 -0.01 -0.23 -0.02 -0.001
H -0.581 1.011 5.100 -0.04 -0.04 -0.01 0.000
H -0.064 0.660 1.661 -0.04 0.07 0.13 -0.004
H 0.694 0.800 3.232 -0.06 0.00 0.02 0.002
C 2.893 5.004 -2.331 -0.02 -0.01 0.01 0.000
C 1.647 5.608 -2.435 0.05 -0.03 0.01 0.000
C 0.526 4.987 -1.909 -0.03 0.09 -0.06 0.000
C 0.685 3.763 -1.285 0.05 0.04 0.00 0.000
C 1.915 3.141 -1.169 0.08 -0.06 0.03 0.000
C 3.026 3.774 -1.700 -0.01 0.06 -0.03 0.000
N -0.496 3.098 -0.712 0.06 0.03 -0.02 0.000
O -1.571 3.649 -0.817 -0.04 0.01 -0.01 0.000
O -0.319 2.028 -0.160 -0.08 -0.09 -0.05 -0.001
H 3.765 5.496 -2.740 0.00 0.00 -0.01 0.000
H 1.546 6.566 -2.927 0.00 0.01 0.00 0.000
H -0.451 5.440 -1.982 -0.03 -0.05 0.04 0.000
H 2.002 2.187 -0.670 -0.05 0.01 0.02 0.000
H 3.997 3.305 -1.618 0.00 -0.01 0.00 0.000
C -3.320 -1.843 -4.535 0.07 -0.02 -0.03 0.001
C -2.548 -1.216 -3.565 -0.05 0.03 0.03 0.001
C -1.180 -1.087 -3.738 -0.02 0.05 0.13 0.000
C -0.609 -1.592 -4.890 -0.04 0.00 0.00 0.000
C -1.354 -2.223 -5.869 -0.06 -0.05 -0.08 0.000
C -2.722 -2.347 -5.683 0.00 0.02 0.06 0.000
N 0.846 -1.444 -5.081 -0.02 -0.01 0.01 0.000
O 1.478 -0.902 -4.196 0.03 0.03 0.04 0.000
O 1.325 -1.869 -6.112 0.02 -0.02 -0.04 0.000
H -4.389 -1.938 -4.395 0.00 0.00 0.00 0.000
H -3.007 -0.817 -2.671 -0.03 -0.01 0.00 -0.001
H -0.569 -0.600 -2.993 0.05 0.00 -0.03 0.000
H -0.873 -2.608 -6.756 0.06 0.02 0.02 0.000
H -3.321 -2.837 -6.437 0.00 0.00 -0.01 0.000
```
Forces are in eV/Å.

3.
Entry from the Open Molecules 2025 dataset: one molecule with the formula C5H8O2S (the ωB97M-V functional and the def2-TZVPD basis).

Summary:
spin multiplicity = 1
highest occupied orbital energy = -8.6 eV
SMILES = CO[C@H]1COC(=S)C1
ΔE to the lowest compared entry with this formula, charge and spin = 69.3 kcal/mol

The geometry in XYZ format:
```
16
Properties=species:S:1:pos:R:3:forces:R:3:nbo_charge:R:1
C 1.301 -0.562 1.643 0.66 -1.98 0.69 -0.290
O 0.049 -0.174 2.157 -1.47 0.65 -0.74 -0.525
C -0.776 0.518 1.277 -3.47 1.86 0.18 0.085
C -0.193 1.739 0.558 2.42 -2.25 1.40 -0.131
O 0.487 1.022 -0.558 1.02 1.58 -1.31 -0.510
C -0.099 -0.116 -0.923 0.57 -1.39 -1.09 0.240
S 0.154 -1.090 -2.241 0.49 1.11 0.97 -0.083
C -1.192 -0.254 -0.003 -4.98 -0.70 2.43 -0.555
H 1.695 0.200 0.941 0.39 -0.74 0.88 0.197
H 1.311 -1.634 1.150 -0.28 2.09 0.63 0.186
H 1.758 -0.676 2.648 1.14 0.08 -1.21 0.209
H -1.711 0.942 1.895 1.91 -1.40 -1.20 0.205
H -0.933 2.433 0.177 0.16 0.15 0.03 0.215
H 0.618 2.126 1.252 -0.90 0.27 -1.39 0.222
H -1.932 -1.170 0.345 2.54 1.83 -1.82 0.275
H -1.812 0.494 -0.652 -0.19 -1.17 1.55 0.258
```
Forces are in eV/Å.

- spin multiplicity of number 3 (C5H8O2S)?
  1